(1)
DFT (wB97M-V/def2-TZVPD) results for a single C19H28N2O3S2 molecule.

Geometry as XYZ:
```
54
Properties=species:S:1:pos:R:3:forces:R:3:lowdin_charge:R:1
C -0.2019 -1.0651 1.4837 -0.006 -0.003 -0.007 -0.3587
S -0.1243 -0.0916 -0.0336 0.006 0.004 0.008 0.9224
C -1.8924 0.0521 -0.4052 -0.008 0.002 0.003 -0.5661
C -2.5622 -1.3131 -0.3761 -0.012 0.012 0.013 -0.4670
O -3.2510 -1.6341 0.5795 0.015 -0.004 0.002 0.0761
N -2.3349 -2.1577 -1.4049 -0.021 0.007 -0.028 -0.0079
C -1.5362 -1.9457 -2.6006 0.004 -0.031 0.015 -0.1135
C -0.8901 -3.3101 -2.8208 0.015 0.009 -0.014 -0.2685
C 0.3859 -3.5167 -1.9772 -0.005 -0.002 0.006 -0.3983
S 0.0230 -4.7297 -0.6730 0.002 -0.010 -0.015 0.8755
C -1.2637 -5.4830 -1.6937 0.010 0.000 0.021 -0.4211
C -1.9832 -4.3175 -2.3711 -0.010 -0.009 -0.007 -0.5055
C -2.8346 -4.7917 -3.5451 0.002 0.008 0.000 -0.0364
C -2.8324 -3.5273 -1.3482 0.010 0.002 -0.007 -0.0785
C -2.6302 1.1248 0.4294 -0.007 0.005 -0.012 -0.0794
N -2.6032 2.0043 -0.7445 -0.030 -0.076 0.011 -0.0055
C -3.4998 3.0165 -0.9204 0.044 0.087 0.012 -0.3885
O -4.1731 3.4154 0.0051 0.013 0.014 -0.009 0.1077
C -3.6112 3.6354 -2.3103 -0.049 -0.104 -0.043 -0.2314
C -2.4584 3.4557 -3.2954 0.024 0.069 0.016 -0.0662
C -2.7013 4.6202 -4.2355 -0.004 -0.010 0.002 -0.4102
C -1.7246 5.0148 -5.2939 0.004 -0.004 0.003 -0.0754
C -3.0421 4.3895 -5.6775 -0.003 0.003 -0.003 -0.0795
C -3.4703 5.6477 -3.4109 0.005 0.004 0.007 -0.1080
O -3.7219 5.0385 -2.1498 0.010 -0.009 0.007 -0.0632
C -2.1024 0.9604 -1.6436 -0.010 0.019 -0.003 -0.1348
H 0.8112 -1.0985 1.8802 0.001 0.004 -0.004 0.0370
H -0.8558 -0.5879 2.2116 -0.001 0.000 0.001 0.0467
H -0.5463 -2.0790 1.2861 -0.003 0.000 0.001 0.0271
H -2.1759 -1.6825 -3.4517 -0.003 0.015 0.008 0.1299
H -0.8006 -1.1579 -2.4576 -0.001 0.004 -0.003 0.0927
H -0.6516 -3.4533 -3.8760 0.001 -0.009 0.000 0.1440
H 1.1979 -3.8888 -2.6010 0.003 0.000 0.002 0.0749
H 0.7143 -2.5929 -1.5017 -0.006 -0.001 0.002 0.0488
H -0.8187 -6.1488 -2.4364 -0.001 0.001 -0.002 0.0871
H -1.9297 -6.0695 -1.0603 0.000 0.001 -0.002 0.0907
H -3.6344 -5.4526 -3.2059 0.002 0.001 0.005 0.0901
H -3.3006 -3.9454 -4.0550 -0.002 -0.001 0.000 0.0876
H -2.2293 -5.3350 -4.2730 0.002 0.001 0.001 0.0863
H -2.7178 -3.9017 -0.3316 0.000 0.011 0.001 0.1182
H -3.8956 -3.5646 -1.6020 -0.002 0.001 0.001 0.1359
H -3.6387 0.8302 0.7182 -0.003 0.011 0.003 0.1317
H -2.0946 1.5153 1.2925 0.013 -0.011 -0.001 0.1244
H -4.5364 3.2348 -2.7571 -0.008 -0.004 0.014 0.1700
H -1.5037 3.5615 -2.7736 0.002 0.004 0.004 0.1364
H -2.4772 2.4995 -3.8176 0.007 0.002 -0.003 0.1168
H -1.5914 6.0707 -5.4905 -0.001 0.000 0.000 0.1040
H -0.8275 4.4192 -5.4032 -0.001 0.000 -0.001 0.1038
H -3.0331 3.3727 -6.0488 0.002 0.001 0.000 0.1004
H -3.7911 5.0295 -6.1259 0.001 0.000 0.001 0.1022
H -2.8982 6.5579 -3.2255 -0.005 0.001 0.001 0.1304
H -4.4164 5.9181 -3.8934 0.000 -0.004 -0.005 0.1283
H -1.1951 1.2206 -2.1906 0.001 0.006 -0.003 0.1041
H -2.8532 0.5779 -2.3414 0.004 -0.014 0.001 0.1322
```
Positions in Å, forces in eV/Å.


(2)
DFT (wB97M-V/def2-TZVPD) results for a single C19H28N2O4 molecule.

Geometry as XYZ:
```
53
Properties=species:S:1:pos:R:3:forces:R:3:lowdin_charge:R:1
C -1.9319 -2.8634 -2.4537 0.086 -0.037 -0.143 -0.0834
O -2.7994 -2.6515 -1.3656 -0.147 0.063 0.215 -0.0871
C -2.7134 -1.4667 -0.6947 -0.177 0.195 0.294 -0.2766
C -3.5773 -1.3034 0.3825 0.119 -0.197 -0.252 -0.0069
C -3.5645 -0.1353 1.1238 0.084 0.184 0.035 -0.0160
C -2.6816 0.8860 0.8142 0.123 -0.012 -0.129 -0.2105
O -2.5937 2.0876 1.4776 0.229 -0.215 -0.403 -0.0991
C -3.3889 2.2719 2.6214 -0.120 0.084 0.198 -0.0840
C -1.7953 0.7173 -0.2636 -0.266 -0.094 0.167 -0.1438
N -0.9100 1.7674 -0.5226 -0.384 0.204 0.388 0.1633
C 0.1551 1.7955 -1.3594 -0.021 0.431 0.012 -0.4683
O 0.5013 0.8749 -2.0739 0.017 -0.173 -0.148 0.0592
C 0.8686 3.1416 -1.3865 0.264 -0.177 -0.215 -0.0967
C 2.3722 2.9515 -1.5870 -0.052 0.064 0.094 -0.1848
C 3.0880 2.7035 -0.2565 -0.122 0.041 -0.063 -0.1076
C 2.4802 1.5442 0.5238 0.638 0.307 -0.238 -0.5099
O 1.7079 1.7135 1.4474 -0.382 0.078 0.317 0.0645
N 2.9188 0.3302 0.1383 0.138 -0.360 -0.064 0.1091
C 2.4975 -0.9035 0.7749 -0.112 -0.134 -0.153 -0.3106
C 3.6145 -1.9395 0.6676 -0.084 0.095 0.385 -0.1553
C 3.2008 -3.2464 1.3387 0.042 -0.083 -0.348 -0.2007
C 1.9162 -3.7854 0.7163 -0.084 0.030 0.343 -0.2071
C 0.8002 -2.7523 0.8353 0.079 -0.059 -0.300 -0.1879
C 1.2050 -1.4458 0.1625 -0.005 0.092 0.436 -0.1477
C -1.8286 -0.4450 -1.0201 -0.029 -0.239 -0.209 0.0388
H -0.8828 -2.8183 -2.1457 0.003 0.016 -0.013 0.0852
H -2.1594 -3.8634 -2.8202 0.058 0.076 -0.014 0.0937
H -2.1042 -2.1361 -3.2531 0.027 -0.009 0.023 0.0985
H -4.2586 -2.1012 0.6293 -0.090 -0.103 0.034 0.1164
H -4.2516 -0.0372 1.9486 -0.050 0.051 0.089 0.1050
H -4.4561 2.2540 2.3765 0.049 -0.017 0.010 0.0957
H -3.1250 3.2554 3.0075 -0.066 -0.079 0.023 0.0942
H -3.1762 1.5157 3.3831 -0.009 0.011 -0.034 0.0987
H -1.0338 2.5416 0.1164 0.189 -0.033 -0.146 0.1412
H 0.6731 3.7022 -0.4727 -0.062 0.066 0.008 0.1185
H 0.4514 3.6964 -2.2314 -0.059 -0.019 0.054 0.1268
H 2.8039 3.8378 -2.0562 -0.011 -0.059 -0.014 0.1113
H 2.5180 2.1041 -2.2611 0.013 0.105 -0.054 0.1068
H 4.1462 2.5057 -0.4378 0.011 0.031 0.036 0.1148
H 3.0023 3.5940 0.3691 0.026 -0.102 0.036 0.1213
H 3.4112 0.2443 -0.7368 0.032 0.122 0.038 0.1490
H 2.3121 -0.6546 1.8260 0.037 -0.077 -0.083 0.1565
H 3.8240 -2.1271 -0.3892 0.056 0.002 -0.102 0.1192
H 4.5247 -1.5510 1.1300 0.031 0.047 -0.070 0.1157
H 3.0396 -3.0693 2.4042 0.031 -0.023 0.087 0.1150
H 4.0029 -3.9808 1.2384 0.019 0.007 0.094 0.1077
H 2.0913 -4.0129 -0.3379 0.003 -0.062 -0.075 0.1130
H 1.6231 -4.7118 1.2142 0.007 -0.065 -0.068 0.1075
H 0.5937 -2.5620 1.8907 -0.078 -0.017 0.084 0.1202
H -0.1176 -3.1324 0.3829 -0.089 0.009 0.058 0.1025
H 1.3540 -1.6002 -0.9087 -0.009 0.036 -0.105 0.1214
H 0.4177 -0.7041 0.2884 0.045 0.029 -0.087 0.0968
H -1.1422 -0.5311 -1.8432 0.053 -0.031 -0.028 0.0963
```
Positions in Å, forces in eV/Å.


(3)
DFT (wB97M-V/def2-TZVPD) results for a single C19H28N2O4S molecule.

Geometry as XYZ:
```
54
Properties=species:S:1:pos:R:3:forces:R:3:lowdin_charge:R:1
C -2.7247 -4.0535 4.8006 0.113 -0.241 0.149 -0.0738
O -3.3098 -2.9289 4.1864 -0.074 0.358 -0.283 -0.0759
C -2.6408 -2.3079 3.1823 0.054 0.175 -0.188 -0.2232
C -1.3842 -2.6876 2.7200 -0.087 -0.114 0.167 0.0130
C -0.7820 -1.9900 1.6850 0.034 -0.067 -0.051 -0.0465
C -1.4431 -0.9194 1.1211 0.443 0.332 -0.585 -0.2717
S -0.6542 0.0145 -0.1742 -0.227 0.215 -0.105 0.6887
O 0.2557 -0.8316 -0.8836 0.042 -0.220 0.335 -0.2532
O -1.6424 0.7202 -0.9389 -0.210 0.051 0.394 -0.2875
N 0.2648 1.1947 0.6133 -0.388 -0.601 -0.595 -0.2731
C -0.5400 2.2516 1.1820 -0.357 0.341 0.065 -0.0953
C 1.2462 0.6429 1.5224 0.249 -0.463 0.204 -0.1222
C 2.2379 -0.2667 0.7859 0.246 0.475 0.429 -0.5177
O 2.5222 -1.3704 1.2013 0.009 -0.374 0.156 0.0601
N 2.8263 0.3503 -0.2510 0.156 0.293 -0.238 0.0686
C 3.6509 -0.3492 -1.2122 0.085 -0.170 -0.165 -0.1641
C 2.8896 -0.5770 -2.5181 0.149 0.054 0.261 -0.1310
C 2.3865 0.6818 -3.1654 0.004 -0.239 -0.039 -0.2498
C 2.8292 1.9150 -2.9422 0.021 0.132 -0.067 -0.0739
C 2.1287 3.0536 -3.6158 -0.121 0.087 0.093 -0.1912
C 0.6183 2.9030 -3.3843 -0.005 0.084 -0.122 -0.1847
C 0.1114 1.5153 -3.8068 -0.042 -0.037 -0.011 -0.1702
C 1.2576 0.5472 -4.1459 -0.106 0.084 0.022 -0.1445
C -2.6924 -0.5283 1.5716 -0.155 -0.035 0.150 -0.0154
C -3.3099 -1.2123 2.6009 0.054 -0.078 0.082 -0.1838
C -4.6624 -0.8270 3.1096 0.038 -0.068 0.013 -0.0278
H -1.7805 -3.7984 5.2913 -0.035 -0.002 -0.038 0.0982
H -3.4423 -4.3830 5.5502 0.092 -0.013 -0.046 0.0956
H -2.5557 -4.8607 4.0817 0.002 0.045 0.019 0.0988
H -0.8626 -3.5240 3.1556 0.031 -0.088 0.054 0.1096
H 0.1903 -2.2743 1.3146 0.156 -0.087 0.014 0.1084
H -1.0162 1.9509 2.1234 0.005 0.026 0.028 0.0930
H -1.3052 2.5006 0.4513 -0.027 0.221 0.145 0.0811
H 0.0877 3.1246 1.3629 0.013 -0.040 0.001 0.0955
H 1.8110 1.4725 1.9608 -0.105 -0.062 -0.064 0.1395
H 0.7808 0.0715 2.3389 0.141 0.068 -0.077 0.1262
H 2.3614 1.1722 -0.6131 -0.046 -0.064 0.116 0.1154
H 4.5618 0.2331 -1.3847 -0.011 -0.128 0.013 0.1166
H 3.9216 -1.3065 -0.7631 0.068 0.127 -0.063 0.1214
H 2.0218 -1.1998 -2.2900 0.120 -0.063 -0.122 0.0981
H 3.5281 -1.1242 -3.2181 -0.032 -0.063 -0.022 0.1257
H 3.6490 2.1429 -2.2783 0.173 -0.095 0.185 0.1050
H 2.4743 4.0132 -3.2281 0.030 -0.003 -0.088 0.1056
H 2.3266 3.0362 -4.6924 0.039 0.088 -0.049 0.1138
H 0.4193 3.0491 -2.3204 0.002 0.068 0.011 0.1010
H 0.0870 3.6856 -3.9285 -0.051 0.033 0.062 0.1032
H -0.4774 1.0855 -2.9968 -0.038 0.017 -0.134 0.0745
H -0.5392 1.5989 -4.6791 -0.058 -0.020 0.026 0.1076
H 1.6339 0.7833 -5.1472 -0.006 -0.080 -0.037 0.1202
H 0.8758 -0.4731 -4.1614 0.040 -0.051 -0.076 0.1148
H -3.1799 0.3042 1.0883 -0.169 0.094 0.000 0.1202
H -5.0508 0.0274 2.5633 -0.049 0.061 -0.022 0.0808
H -5.3510 -1.6635 3.0048 -0.124 -0.002 0.029 0.0885
H -4.6090 -0.5844 4.1698 -0.084 0.039 0.067 0.0878
```
Positions in Å, forces in eV/Å.


(4)
DFT (wB97M-V/def2-TZVPD) results for a molecular structure, C19H28N2P2RuS3.

Properties
Charge ... +2

Geometry as XYZ:
```
55
Properties=species:S:1:pos:R:3:forces:R:3:lowdin_charge:R:1
Ru 1.2720 -1.1463 1.8316 0.199 0.018 -0.008 0.4278
S 3.9751 -4.4153 3.0479 0.068 -0.046 -0.094 0.8152
C 3.0546 -3.3560 2.3236 -0.045 0.044 0.282 -1.6740
S 3.3749 -1.8851 1.4111 -0.293 0.047 0.006 0.6266
S 1.2665 -3.2753 2.3834 0.062 0.193 -0.296 0.6595
C -0.8517 -3.3137 -0.1144 0.052 -0.038 0.027 -0.2073
P -0.5930 -1.6761 0.5772 -0.106 0.036 -0.067 0.9124
C -0.7358 -0.5656 -0.8468 0.020 0.048 0.008 -0.4003
N -1.7650 -0.7189 -1.6490 0.035 -0.013 0.004 0.1609
C -1.8569 0.1371 -2.6853 0.065 0.094 -0.024 -0.1743
C -2.9426 0.0329 -3.5876 -0.025 -0.011 -0.007 0.0106
C -3.0336 0.9098 -4.6249 -0.008 -0.014 0.007 -0.0182
C -2.0560 1.9247 -4.8184 0.023 0.008 0.014 -0.0174
C -0.9934 2.0503 -3.9761 0.017 0.008 -0.001 0.0102
C -0.8632 1.1562 -2.8862 -0.066 -0.074 0.007 -0.1732
N 0.2024 1.2521 -2.0646 0.004 -0.040 0.045 0.1689
C 0.2522 0.4043 -1.0606 -0.033 0.031 -0.007 -0.4009
P 1.7121 0.3387 0.0075 0.018 -0.275 0.012 0.9293
C 3.0351 -0.1207 -1.1315 -0.040 0.033 -0.019 -0.2429
C 2.1216 1.9946 0.7365 -0.023 0.009 0.048 -0.6937
C 2.7197 2.8796 -0.3663 0.028 -0.008 0.010 -0.0643
C 0.8625 2.6477 1.3089 -0.001 -0.006 0.041 -0.0743
C 3.1473 1.7586 1.8531 0.025 0.028 -0.020 -0.0926
C -1.8896 -1.2396 1.8139 0.014 -0.010 0.006 -0.6906
C -3.1723 -0.7099 1.1739 -0.029 -0.026 -0.006 -0.0582
C -2.2049 -2.4524 2.6937 -0.030 -0.004 0.002 -0.0743
C -1.2089 -0.1265 2.6231 -0.017 0.042 -0.001 -0.1023
H -1.7557 -3.2615 -0.7247 -0.015 0.027 0.002 0.0726
H -0.9695 -4.0679 0.6603 0.019 0.000 0.001 0.0447
H -0.0097 -3.5753 -0.7557 0.006 -0.015 0.002 0.0727
H -3.6768 -0.7451 -3.4248 0.019 0.022 -0.002 0.1271
H -3.8603 0.8399 -5.3191 0.006 0.001 0.005 0.1254
H -2.1637 2.6024 -5.6548 0.002 -0.004 0.007 0.1256
H -0.2366 2.8116 -4.1129 -0.021 -0.022 0.003 0.1269
H 4.0161 -0.0266 -0.6693 0.017 -0.003 0.008 0.0481
H 2.9702 0.5543 -1.9862 -0.007 0.002 -0.003 0.0700
H 2.8930 -1.1450 -1.4727 0.004 -0.016 0.003 0.0587
H 2.0385 3.0057 -1.2070 -0.010 -0.015 -0.002 0.0808
H 3.6717 2.4946 -0.7311 -0.012 0.013 0.003 0.0874
H 2.9097 3.8648 0.0659 -0.004 -0.027 0.007 0.1077
H 0.0750 2.7614 0.5623 -0.003 -0.008 -0.001 0.0893
H 1.1256 3.6458 1.6638 -0.007 -0.012 -0.017 0.1080
H 0.4734 2.1027 2.1718 0.029 0.035 -0.034 0.0620
H 4.0388 1.2326 1.5068 0.001 0.018 -0.002 0.0784
H 2.7266 1.1973 2.6954 -0.026 -0.019 0.023 0.0660
H 3.4649 2.7263 2.2462 0.005 -0.019 -0.007 0.1096
H -3.6241 -1.4445 0.5069 -0.001 0.014 0.009 0.0962
H -3.0075 0.2089 0.6123 0.007 -0.006 -0.005 0.0836
H -3.8890 -0.4955 1.9702 0.016 -0.004 -0.007 0.1083
H -2.7007 -3.2377 2.1230 -0.002 0.009 0.021 0.0959
H -2.8922 -2.1354 3.4801 0.002 -0.008 -0.011 0.1081
H -1.3283 -2.8764 3.1848 0.018 0.014 -0.002 0.0464
H -1.0550 0.7726 2.0271 -0.006 -0.036 0.019 0.0635
H -0.2535 -0.4483 3.1147 0.050 -0.007 0.020 0.0497
H -1.8101 0.1530 3.4927 -0.002 -0.006 -0.011 0.1247
```
Positions in Å, forces in eV/Å.


The evaluated electronic energy for the records listed, in turn: -50949.92305, -31328.90984, -42162.57641, -76788.29086 eV.